[1]
A cluster of 7 separate species, C34H42NO18PS in total in a non-equilibrium geometry. Source: the OMol25 dataset; level of theory: ωB97M-V/def2-TZVPD.

```
97
C34H42NO18PS | the OMol25 dataset | ωB97M-V/def2-TZVPD
C 2.07590 -5.10790 4.05691
C 1.22935 -6.41126 3.75794
P -0.09426 -6.17718 2.49167
C -1.29352 -4.95746 3.25153
C -1.39021 -5.05377 4.78553
C 0.62866 -5.23887 1.09679
C 1.98473 -5.11068 0.83921
C 2.43514 -4.35569 -0.21360
C 1.57433 -3.69322 -1.05331
C 0.21918 -3.81840 -0.77404
C -0.25323 -4.57981 0.25447
S -0.87409 -2.90212 -1.85172
C 0.09350 -1.40919 -2.04967
C -0.49071 -0.16463 -2.03913
C 0.33359 0.92992 -2.15316
C 1.69350 0.78362 -2.31283
C 2.24403 -0.48365 -2.32435
C 1.46085 -1.60200 -2.17904
N 2.04412 -2.91150 -2.15003
H 1.99125 -4.82585 5.10766
H 1.60797 -4.30774 3.47907
H 3.12912 -5.24209 3.79832
H 0.74627 -6.71019 4.69257
H 1.89997 -7.21168 3.43093
H -2.28229 -5.04945 2.79093
H -0.92543 -3.94541 3.01271
H -1.72701 -6.05722 5.08177
H -2.07244 -4.27732 5.14549
H -0.42383 -4.91333 5.27616
H 2.66882 -5.60738 1.52240
H 3.50671 -4.25907 -0.38060
H -1.33115 -4.64996 0.39971
H -1.56063 -0.03016 -1.90447
H -0.03030 1.96249 -2.11571
H 2.36405 1.63352 -2.40901
H 3.31890 -0.59943 -2.44753
H 1.85273 -3.36042 -3.04415
O 0.93160 -2.67679 5.19222
C 1.14791 -1.74291 4.48195
O 0.34513 -1.36773 3.45504
C 0.80551 -0.08875 2.99150
C 2.24827 -0.08332 3.43185
O 2.22002 -0.92910 4.59030
H 0.69387 -0.00417 1.91329
H 0.21375 0.69280 3.47152
H 2.91546 -0.52402 2.68937
H 2.60880 0.91016 3.68453
O 1.41200 5.00711 -3.98984
C 0.33577 4.60447 -4.30318
O -0.44913 3.87920 -3.47777
C -1.73724 3.76745 -4.09440
C -1.41624 3.97238 -5.55632
O -0.25102 4.80429 -5.50338
H -2.18134 2.79548 -3.89199
H -2.38815 4.54553 -3.69225
H -1.16018 3.04089 -6.06403
H -2.21929 4.46285 -6.10077
O -6.94802 -1.14409 0.04184
C -6.31684 -1.94660 -0.56190
O -5.78247 -3.07381 -0.02097
C -5.30178 -3.88709 -1.09252
C -5.07170 -2.87776 -2.19015
O -6.02873 -1.86137 -1.88834
H -4.39326 -4.41189 -0.80474
H -6.06831 -4.62062 -1.35106
H -4.07077 -2.44229 -2.15459
H -5.24371 -3.28913 -3.18242
O 2.75352 11.03069 -6.29708
C 2.68684 9.84677 -6.25034
O 3.01760 9.01531 -7.27380
C 3.02566 7.67979 -6.76556
C 2.10957 7.77737 -5.57040
O 2.26866 9.14048 -5.16780
H 2.66804 6.97763 -7.51517
H 4.04791 7.41319 -6.48918
H 1.06297 7.60528 -5.83070
H 2.38973 7.09947 -4.77002
O 3.13016 2.21768 1.37119
C 2.95491 3.18258 0.69785
O 3.88027 3.71569 -0.14099
C 3.22340 4.71147 -0.93342
C 2.04656 5.09534 -0.07267
O 1.80031 3.89539 0.66570
H 3.88902 5.54773 -1.13441
H 2.91924 4.26409 -1.88126
H 2.28249 5.89933 0.62746
H 1.17361 5.37940 -0.65594
O -2.71253 2.29977 4.95648
C -2.77632 1.13415 5.17460
O -2.52500 0.16540 4.25596
C -2.47611 -1.08470 4.94777
C -3.29645 -0.81273 6.18426
O -3.10741 0.59190 6.37528
H -2.89036 -1.88300 4.33553
H -1.43761 -1.31953 5.17895
H -4.36011 -1.01008 6.03470
H -2.95205 -1.37257 7.05080
```

Output
Gap between HOMO and LUMO: 0.285 hartree
HOMO: -7.80 eV
LUMO: -0.056 eV
Charge: 0
SMILES string: CCP(CC)c1ccc2c(c1)Sc1ccccc1N2.O=C1OCCO1.O=C1OCCO1.O=C1OCCO1.O=C1OCCO1.O=C1OCCO1.O=C1OCCO1

Löwdin atomic charge list, values in e, 8 entries: -0.15, -0.40, 0.98, -0.41, -0.16, -0.39, -0.09, -0.01



[2]
A structure of composition C34H43AsBF4N3PV. Source: the OMol25 dataset; level of theory: ωB97M-V/def2-TZVPD.

```
88
C34H43AsBF4N3PV | the OMol25 dataset | ωB97M-V/def2-TZVPD
V 0.81342 -0.37013 -1.52386
N -0.98959 0.81079 -1.61834
C -1.96740 0.44331 -2.68107
C -2.49956 -0.96955 -2.49548
C -1.50467 -2.09506 -2.74294
N -0.42952 -2.12640 -1.71358
H -1.48271 0.84341 -0.72586
H -0.67553 1.76874 -1.77250
H -1.45617 0.53065 -3.63912
H -2.79548 1.15152 -2.67258
H -3.32976 -1.10415 -3.19169
H -2.93870 -1.07024 -1.49709
H -1.02200 -1.95932 -3.71009
H -2.02883 -3.05145 -2.76262
H 0.23847 -2.85872 -1.95213
H -0.82517 -2.41871 -0.82349
C 3.48217 -1.44235 -5.64363
C 2.45070 -0.30971 -5.74985
C 3.15449 1.05164 -5.82615
C 1.51998 -0.52477 -6.94983
C 1.62893 -0.32500 -4.52266
N 0.99024 -0.29914 -3.56705
H 4.08083 -1.44156 -6.55480
H 2.99628 -2.41410 -5.55236
H 4.14041 -1.29226 -4.78872
H 3.82590 1.04070 -6.68530
H 3.74368 1.23849 -4.92882
H 2.43712 1.86147 -5.95944
H 2.12899 -0.54654 -7.85384
H 0.79638 0.28507 -7.04339
H 0.98453 -1.47159 -6.87742
C -0.72251 0.04948 1.70964
C -1.76314 -1.04186 1.52909
As -3.57413 -0.64787 2.23047
C -3.06281 -0.09426 4.02451
C -2.07694 -0.79361 4.71596
C -1.77861 -0.47419 6.03376
C -2.47151 0.54073 6.67786
C -3.47304 1.22496 6.00387
C -3.77243 0.90524 4.68627
C -3.75121 1.06763 1.30725
C -4.55457 1.06653 0.16775
C -4.68908 2.21162 -0.61051
C -4.01868 3.37278 -0.25471
C -3.22386 3.38851 0.88572
C -3.09221 2.24509 1.66281
P 0.91323 -0.30359 0.93017
C 1.46219 -1.76392 1.86586
C 1.33935 -1.82878 3.25621
C 1.70830 -2.97401 3.94154
C 2.20683 -4.07105 3.24637
C 2.34354 -4.01421 1.86885
C 1.97353 -2.86298 1.18308
C 1.88047 1.09052 1.59585
C 2.99046 0.93465 2.41658
C 3.67475 2.04862 2.88429
C 3.25722 3.32402 2.53629
C 2.15570 3.48885 1.70676
C 1.47743 2.37628 1.23652
H -0.55631 0.26427 2.76638
H -1.06776 0.99377 1.28066
H -1.43600 -1.98288 1.97729
H -1.94963 -1.24607 0.47137
H -1.53400 -1.60082 4.23632
H -1.00906 -1.02498 6.56011
H -2.24013 0.78968 7.70505
H -4.02866 2.00610 6.50642
H -4.56486 1.44178 4.17808
H -5.10954 0.17268 -0.09791
H -5.33789 2.20193 -1.47772
H -4.13318 4.27005 -0.84923
H -2.71348 4.29762 1.17796
H -2.47275 2.27455 2.55057
H 0.96362 -0.97665 3.81202
H 1.61555 -3.01068 5.01940
H 2.49696 -4.96449 3.78357
H 2.74789 -4.85951 1.32757
H 2.11875 -2.80959 0.11064
H 3.34151 -0.05514 2.67756
H 4.54230 1.91666 3.51723
H 3.79361 4.18905 2.90333
H 1.83258 4.48160 1.42153
H 0.62663 2.51856 0.57616
F 2.50262 0.91680 -1.54752
B 3.54902 -0.12078 -1.49357
F 4.40079 0.02485 -2.53878
F 4.09654 -0.18199 -0.26026
F 2.69919 -1.32659 -1.70662
```

Output
Gap between HOMO and LUMO (alpha / beta): 0.301 / 0.280 hartree
HOMO (alpha / beta): -10.28 / -9.70 eV
Energy above the lowest of the compared OMol25 structures with the same formula, charge and spin: 0.00 kcal/mol
Expectation value of S²: 0.766
LUMO (alpha / beta): -2.091 / -2.079 eV
Charge: +1
Spin multiplicity: 2

Löwdin atomic charge list, values in e, 8 entries: 0.66, -0.03, -0.21, -0.17, -0.21, -0.04, 0.07, 0.12



[3]
A structure of composition C34H43AsCl2N7O2SeTi in a non-equilibrium geometry. Source: the OMol25 dataset; level of theory: ωB97M-V/def2-TZVPD.

```
91
C34H43AsCl2N7O2SeTi | the OMol25 dataset | ωB97M-V/def2-TZVPD
Ti 1.94238 -0.98265 1.10008
N -0.27510 -3.57889 -1.61608
C 0.09825 -2.64214 -0.74696
N 1.33564 -2.50432 -0.29068
C 2.30135 -3.43734 -0.57498
N 3.44232 -3.30040 -0.00351
N 3.31806 -2.32549 0.94588
C 4.33861 -2.12094 1.79767
C 4.12279 -1.25777 2.88367
C 4.80862 -1.13961 4.11447
C 4.54429 -0.03498 4.92423
C 3.57792 0.89617 4.56850
C 2.89057 0.78076 3.40123
N 3.08389 -0.33342 2.66700
C 1.94072 -4.48471 -1.54390
C 2.82331 -5.50496 -1.98065
C 2.33840 -6.60314 -2.68763
C 1.01073 -6.71996 -3.08012
C 0.11417 -5.72252 -2.68554
C 0.58824 -4.64294 -1.96254
H -1.19907 -3.55240 -2.07667
H -0.66102 -1.95332 -0.42868
H 5.22067 -2.74499 1.65129
H 5.54426 -1.90157 4.40808
H 5.19931 0.06000 5.80869
H 3.35709 1.76792 5.22009
H 2.22231 1.51132 2.98923
H 3.89719 -5.34347 -1.91840
H 3.06568 -7.31045 -3.09257
H 0.67849 -7.53085 -3.74332
H -0.92021 -5.75815 -2.97047
C -2.37541 3.19828 -3.47465
C -2.61309 1.80974 -4.15175
C -3.44516 0.80700 -3.30967
C -2.65383 0.01398 -2.21795
N -2.73995 0.60340 -0.88559
C -1.73192 0.94856 -0.05744
Se 0.08432 0.83320 -0.46706
N -2.32041 1.44296 1.10695
C -1.69884 2.50012 1.90213
C -1.52325 3.87058 1.25961
C -2.83309 4.63382 0.83423
C -2.47235 5.85329 -0.00804
C -3.75103 1.28479 1.01732
C -4.77319 1.67809 1.85367
C -6.07615 1.28484 1.46049
C -6.27047 0.55635 0.30311
C -5.21485 0.17506 -0.53406
C -3.94709 0.65848 -0.19935
H -1.74678 3.84653 -4.13313
H -1.85372 3.10441 -2.49520
H -3.30385 3.80076 -3.34566
H -1.67596 1.31041 -4.44838
H -3.14503 1.97514 -5.07516
H -3.82167 -0.01316 -3.97744
H -4.25379 1.38631 -2.89744
H -1.60682 -0.03203 -2.45844
H -2.96925 -1.02306 -2.09849
H -0.68025 2.08570 2.11611
H -2.27104 2.60184 2.82381
H -0.95380 3.79406 0.31591
H -0.95987 4.49810 1.95118
H -3.46321 4.83704 1.72790
H -3.38247 3.88674 0.19251
H -1.83164 6.54311 0.57587
H -3.36523 6.31051 -0.37527
H -1.88403 5.65251 -0.92688
H -4.56630 2.25890 2.73575
H -6.94417 1.57755 2.03990
H -7.25011 0.29858 0.00980
H -5.37583 -0.38052 -1.45713
Cl -0.50273 -4.31177 3.88429
C -0.91233 -2.55679 3.94940
Cl -0.22384 -1.73563 5.37477
C -0.65253 -1.87247 2.60257
O -1.64583 -1.72536 1.90086
O 0.57128 -1.56867 2.30243
H -1.97538 -2.54818 4.11903
C 5.45268 0.68303 -0.12796
As 3.47757 0.58022 -0.41471
C 3.67225 -0.03612 -2.30832
C 3.33834 2.52850 -0.75684
H 5.85365 1.07892 -1.06923
H 5.85378 -0.31920 0.07217
H 5.63898 1.36779 0.70638
H 4.35641 0.61924 -2.82786
H 2.63827 0.05661 -2.76659
H 4.03082 -1.08376 -2.41761
H 3.63009 2.80110 -1.79078
H 4.02960 3.05276 -0.07705
H 2.27965 2.93306 -0.66444
```

Output
Gap between HOMO and LUMO (alpha / beta): 0.229 / 0.276 hartree
HOMO (alpha / beta): -8.75 / -10.60 eV
Energy above the lowest of the compared OMol25 structures with the same formula, charge and spin: 0.00 kcal/mol
Expectation value of S²: 2.017
LUMO (alpha / beta): -2.516 / -3.079 eV
Charge: +1
Spin multiplicity: 3

Löwdin atomic charge list, values in e, 8 entries: 0.66, 0.13, -0.11, 0.03, -0.30, 0.12, -0.21, -0.10